{
  "formula": "C23H28N4O4",
  "method": "ωB97M-V with the def2-TZVPD basis set",
  "symbols": ["C", "H", "H", "H", "C", "N", "C", "H", "C", "N", "C", "O", "C", "C", "C", "C", "C", "C", "H", "H", "H", "N", "C", "O", "C", "O", "C", "C", "C", "C", "C", "C", "N", "C", "O", "C", "H", "H", "H", "H", "H", "H", "H", "H", "H", "H", "H", "H", "H", "H", "C", "C", "H", "H", "H", "H", "H", "H", "H"],
  "positions_angstrom": [[2.159, -4.097, -1.754], [2.062, -5.173, -1.869], [1.391, -3.742, -1.071], [1.996, -3.637, -2.725], [3.538, -3.701, -1.237], [3.734, -4.057, 0.161], [4.866, -3.373, 0.760], [5.777, -3.419, 0.142], [4.532, -1.896, 1.038], [3.174, -1.768, 1.504], [2.218, -1.160, 0.772], [2.460, -0.434, -0.178], [0.819, -1.416, 1.223], [-0.078, -0.361, 1.166], [-1.429, -0.569, 1.417], [-1.868, -1.845, 1.764], [-0.965, -2.889, 1.849], [0.378, -2.689, 1.572], [1.065, -3.522, 1.585], [-1.316, -3.876, 2.113], [-2.918, -2.018, 1.947], [-2.358, 0.452, 1.246], [-2.098, 1.730, 0.874], [-1.063, 2.338, 1.052], [-3.309, 2.343, 0.159], [-4.414, 1.865, 0.297], [-3.030, 3.621, -0.535], [-3.956, 4.646, -0.346], [-3.721, 5.921, -0.819], [-2.542, 6.188, -1.497], [-1.635, 5.174, -1.732], [-1.866, 3.880, -1.270], [-0.942, 2.895, -1.634], [-1.179, 1.567, -1.769], [-2.240, 1.052, -1.456], [-0.023, 0.784, -2.329], [-0.374, -0.196, -2.639], [0.429, 1.298, -3.174], [0.738, 0.642, -1.559], [-0.038, 3.240, -1.927], [-0.728, 5.381, -2.284], [-2.334, 7.185, -1.855], [-4.445, 6.704, -0.654], [-4.857, 4.417, 0.203], [-3.324, 0.174, 1.090], [0.281, 0.620, 0.903], [2.885, -2.414, 2.222], [4.610, -1.287, 0.136], [5.229, -1.501, 1.785], [5.080, -3.865, 1.714], [3.705, -5.481, 0.443], [4.841, -6.319, -0.154], [5.809, -5.963, 0.192], [4.727, -7.356, 0.150], [4.824, -6.279, -1.241], [2.748, -5.868, 0.088], [3.719, -5.594, 1.533], [4.318, -4.133, -1.886], [3.618, -2.615, -1.305]],
  "atomic_forces_ev_per_a": [[0.3, 0.1, 0.0], [-0.1, -0.1, 0.0], [-0.1, 0.0, 0.1], [-0.1, 0.0, -0.1], [-0.2, 0.0, 0.0], [0.2, 0.0, 0.0], [-0.2, 0.1, 0.0], [0.0, 0.0, 0.1], [0.2, 0.0, -0.2], [0.2, 0.0, 0.3], [0.0, -0.1, 0.4], [0.0, 0.2, -0.3], [-0.4, -0.2, 0.0], [0.1, 0.1, -0.1], [0.4, -0.1, 0.0], [0.0, 0.1, 0.0], [-0.1, 0.0, 0.0], [0.2, 0.1, 0.0], [0.1, -0.1, 0.0], [0.0, -0.1, 0.0], [-0.1, 0.0, 0.0], [-0.6, -0.1, 0.3], [-0.1, -0.2, 0.4], [-0.2, 0.0, 0.1], [-0.3, 0.0, 0.2], [0.3, 0.2, 0.1], [0.0, 0.3, -0.1], [0.1, -0.1, -0.1], [-0.1, 0.1, 0.0], [0.0, -0.1, 0.0], [0.0, -0.1, 0.0], [-0.4, 0.2, 0.0], [0.3, 0.3, -0.1], [0.4, -0.2, -0.5], [0.0, -0.1, -0.3], [-0.1, -0.1, 0.1], [0.0, 0.0, 0.0], [0.1, 0.0, -0.1], [0.1, 0.0, 0.0], [-0.1, -0.2, 0.0], [0.1, 0.0, -0.1], [0.0, 0.1, 0.0], [-0.1, 0.1, 0.0], [-0.1, 0.0, 0.1], [0.2, 0.1, 0.0], [0.0, 0.0, 0.0], [-0.1, 0.1, -0.1], [0.0, 0.0, 0.1], [0.0, 0.0, -0.2], [0.1, 0.0, 0.0], [0.1, -0.2, 0.0], [-0.3, 0.2, 0.1], [0.1, 0.0, 0.0], [0.0, -0.1, 0.0], [0.1, 0.0, -0.1], [0.0, -0.1, 0.1], [-0.1, 0.0, -0.1], [0.0, 0.1, 0.0], [0.1, 0.0, -0.1]],
  "lumo_ev": 0.259,
  "gap_ev": 8.69,
  "smiles": "CCN(CC)CCNC(=O)c1cccc(NC(=O)C(=O)c2ccccc2NC(C)=O)c1",
  "charge": 0,
  "e_tot_ev": -38457.39992,
  "relative_energy_ev": 0.542
}